[1]
15
Properties=species:S:1:pos:R:3 method="wB97M-V/def2-TZVPD" total_charge=0 e_homo_ha=-0.381 molar_mass_g_mol=116.19 smiles=C#C[SiH](OC)OC de_lowest_kj_mol=74.2 homo_lumo_gap_ha=0.41515 e_lumo_ev=0.939
C -0.176 2.709 -2.305
C -0.030 1.584 -1.858
Si 0.363 -0.055 -1.064
O -1.196 -0.418 -0.712
C -1.357 -1.755 -0.239
O 1.352 0.007 0.205
C 1.425 0.907 1.291
H -0.105 3.665 -2.744
H 1.010 -1.100 -1.821
H -2.323 -1.607 0.227
H -0.639 -1.890 0.682
H -1.291 -2.644 -1.035
H 2.306 1.467 1.309
H 1.311 0.317 2.267
H 0.616 1.568 1.258

***

[2]
69
Properties=species:S:1:pos:R:3 method="wB97M-V/def2-TZVPD" total_charge=-1 e_homo_ha="-0.149 / -0.192" molar_mass_g_mol=728.73 de_lowest_kj_mol=91.8 spin_multiplicity=3 s_squared=2.005 homo_lumo_gap_ha="0.23394 / 0.27626" e_lumo_ev="2.311 / 2.303"
Pt 0.315 0.162 0.029
C -3.159 -0.252 2.355
Si -1.627 0.785 2.625
C -1.630 1.222 4.474
C -1.859 2.426 1.738
C -0.044 -0.096 2.182
Si -0.040 -1.925 2.520
C -0.540 -2.271 4.316
C 1.673 -2.715 2.345
C -1.170 -2.980 1.465
Si 1.461 0.785 2.741
C 1.471 2.648 2.632
C 2.061 0.342 4.482
C 2.887 0.216 1.604
C 4.247 0.253 1.911
C 5.175 -0.240 1.012
C 4.727 -0.786 -0.183
C 3.368 -0.781 -0.437
N 2.483 -0.284 0.422
H -4.044 0.371 2.515
H -3.201 -1.083 3.068
H -3.223 -0.675 1.349
H -2.551 1.756 4.733
H -0.787 1.873 4.733
H -1.570 0.330 5.103
H -2.927 2.663 1.683
H -1.452 2.404 0.723
H -1.364 3.236 2.277
H -0.002 -1.632 5.022
H -0.334 -3.315 4.574
H -1.611 -2.100 4.460
H 2.465 -2.152 2.845
H 1.953 -2.816 1.292
H 1.649 -3.718 2.784
H -2.107 -2.483 1.215
H -1.394 -3.908 2.003
H -0.697 -3.227 0.513
H 0.812 3.094 3.382
H 1.141 2.956 1.635
H 2.486 3.020 2.804
H 1.277 0.562 5.214
H 2.947 0.921 4.762
H 2.303 -0.721 4.569
H 4.565 0.664 2.862
H 6.234 -0.215 1.240
H 5.415 -1.207 -0.904
H 2.959 -1.204 -1.342
Cl -2.412 -1.907 -4.176
C -2.550 -0.607 -2.939
Cl -4.101 0.225 -3.128
C -2.331 -1.236 -1.525
O -3.317 -1.501 -0.853
O -1.097 -1.364 -1.270
H -1.765 0.114 -3.138
F 0.527 2.191 -0.359
C 3.212 -0.248 -4.160
P 1.487 -0.491 -3.658
C 1.284 -2.275 -3.419
C 0.573 -0.068 -5.155
O 1.110 0.320 -2.471
H 3.472 -0.906 -4.991
H 3.875 -0.439 -3.317
H 3.335 0.792 -4.465
H 2.249 -2.776 -3.330
H 0.726 -2.711 -4.246
H 0.697 -2.404 -2.505
H 1.041 -0.523 -6.030
H 0.570 1.017 -5.257
H -0.455 -0.425 -5.075

***

[3]
112
Properties=species:S:1:pos:R:3 method="wB97M-V/def2-TZVPD" total_charge=-2 e_homo_ha=-0.027 molar_mass_g_mol=1016.86 de_lowest_kj_mol=0.0 homo_lumo_gap_ha=0.17732 e_lumo_ev=4.092
Sc -0.253 -0.814 -0.449
C 1.325 -3.482 -7.658
C 1.556 -2.533 -6.511
C 2.624 -1.638 -6.539
C 2.828 -0.739 -5.502
C 1.952 -0.735 -4.427
C 0.897 -1.632 -4.367
C 0.702 -2.523 -5.413
S 2.133 0.463 -3.128
O 1.202 1.524 -3.398
O 3.544 0.817 -3.107
N 1.675 -0.279 -1.793
C 2.419 -1.337 -1.314
C 3.625 -1.880 -1.802
C 4.146 -2.986 -1.165
C 3.502 -3.550 -0.064
C 2.336 -2.947 0.362
N 1.832 -1.876 -0.234
H 2.264 -3.908 -8.017
H 0.852 -2.971 -8.501
H 0.669 -4.300 -7.361
H 3.306 -1.647 -7.383
H 3.659 -0.045 -5.514
H 0.256 -1.668 -3.494
H -0.131 -3.215 -5.354
H 4.130 -1.434 -2.643
H 5.069 -3.419 -1.535
H 3.886 -4.425 0.442
H 1.761 -3.320 1.204
C -0.033 -8.407 2.864
C -0.495 -7.033 2.453
C -0.167 -5.912 3.214
C -0.567 -4.644 2.823
C -1.309 -4.478 1.665
C -1.646 -5.581 0.899
C -1.240 -6.851 1.293
S -1.959 -2.857 1.176
O -0.657 -2.014 1.290
O -2.843 -2.537 2.337
N -0.968 -2.288 -1.580
C -1.801 -2.152 -2.577
C -2.447 -3.201 -3.302
C -3.271 -2.952 -4.397
C -3.542 -1.682 -4.876
C -2.957 -0.580 -4.198
C -3.144 0.768 -4.575
C -2.541 1.774 -3.870
C -1.737 1.444 -2.767
N -1.535 0.203 -2.391
C -2.125 -0.805 -3.079
H 0.220 -8.435 3.925
H 0.857 -8.712 2.306
H -0.805 -9.157 2.680
H 0.408 -6.037 4.126
H -0.318 -3.775 3.419
H -2.211 -5.436 -0.016
H -1.503 -7.712 0.687
H -2.257 -4.217 -2.972
H -3.723 -3.803 -4.903
H -4.187 -1.514 -5.731
H -3.770 0.992 -5.434
H -2.665 2.813 -4.146
H -1.246 2.219 -2.192
S -2.642 3.228 1.062
C -3.601 1.810 1.135
C -2.888 0.710 0.773
C -1.509 0.951 0.423
C -1.265 2.292 0.524
C -0.091 3.018 0.022
C -0.228 4.215 -0.666
C 0.793 4.783 -1.410
C 1.978 4.069 -1.501
C 2.154 2.932 -0.758
N 1.183 2.448 0.093
H -4.623 1.861 1.480
H -3.338 -0.276 0.793
H -1.218 4.652 -0.680
H 0.638 5.701 -1.961
H 2.783 4.369 -2.158
H 3.058 2.354 -0.820
C -0.850 -2.701 6.283
C -1.795 -1.866 5.422
Sb -0.996 -0.303 4.133
C 1.014 -1.117 3.982
C 2.028 -0.711 5.045
C -0.569 1.147 5.747
C -0.689 0.716 7.205
H -1.345 -3.602 6.665
H -0.474 -2.147 7.145
H 0.021 -3.039 5.715
H -2.562 -1.382 6.033
H -2.325 -2.501 4.710
H 1.346 -0.807 2.991
H 0.922 -2.202 3.941
H 2.214 0.366 5.034
H 2.994 -1.203 4.886
H 1.690 -0.969 6.053
H -1.275 1.959 5.544
H 0.425 1.565 5.565
H -1.665 0.274 7.420
H -0.557 1.560 7.893
H 0.065 -0.030 7.466
C 1.023 2.690 2.938
O 0.751 1.527 2.168
C 1.478 1.435 0.982
C 2.922 1.110 1.171
H 1.929 2.556 3.542
H 0.170 2.849 3.598
H 1.145 3.578 2.310
H 3.005 0.390 1.986
H 3.525 2.004 1.433
H 3.382 0.664 0.291

***

[4]
12
Properties=species:S:1:pos:R:3 method="wB97M-V/def2-TZVPD" total_charge=-1 e_homo_ha=-0.102 molar_mass_g_mol=104.15 smiles="N[C@@H](C=O)C[S-]" de_lowest_kj_mol=132.6 homo_lumo_gap_ha=0.25178 e_lumo_ev=4.071
N 0.692 -0.291 1.290
C 0.194 0.455 0.073
C 1.280 0.148 -0.966
O 1.512 0.772 -1.971
C -1.263 0.035 -0.286
S -1.513 -1.790 -0.250
H 0.200 0.226 2.016
H 0.252 -1.213 1.162
H 0.227 1.528 0.330
H 1.837 -0.770 -0.685
H -1.869 0.423 0.534
H -1.549 0.478 -1.246

***

[5]
8
Properties=species:S:1:pos:R:3 method="wB97M-V/def2-TZVPD" total_charge=0 e_homo_ha="-0.277 / -0.277" molar_mass_g_mol=75.07 de_lowest_kj_mol=228.7 homo_lumo_gap_ha="0.21077 / 0.21080" e_lumo_ev="-1.808 / -1.811"
C -1.424 -0.011 0.011
C -0.360 1.725 -0.347
C -0.493 0.593 -0.933
C 0.050 -1.197 -0.221
O 1.186 -0.820 0.220
Be 1.150 0.916 0.004
H -1.608 -0.001 1.094
H -2.357 -0.356 -0.460

***

[6]
156
Properties=species:S:1:pos:R:3 method="wB97M-V/def2-TZVPD" total_charge=0 e_homo_ha=-0.335 molar_mass_g_mol=965.14 smiles="C[N+](=O)[O-].C[N+](=O)[O-].C[N+](=O)[O-].C[N+](=O)[O-].COCCOC.COCCOC.COCCOC.COCCOC.COCCOC.COCCOC.COCCOC.COCCOC" de_lowest_kj_mol=177.8 homo_lumo_gap_ha=0.32677 e_lumo_ev=-0.233
C -1.091 4.074 3.803
N 0.041 4.619 4.615
O 0.309 4.060 5.656
O 0.609 5.601 4.184
H -1.885 4.799 3.969
H -1.351 3.101 4.204
H -0.806 3.999 2.761
C 3.897 5.699 6.167
N 3.910 4.879 4.905
O 3.396 3.787 4.964
O 4.463 5.356 3.939
H 3.875 4.977 6.973
H 3.011 6.322 6.060
H 4.775 6.333 6.163
C 7.013 0.297 1.754
N 5.867 0.978 1.085
O 5.222 1.778 1.723
O 5.617 0.634 -0.055
H 6.665 -0.711 1.958
H 7.093 0.764 2.737
H 7.921 0.485 1.197
C -5.742 4.087 0.797
N -4.362 3.857 1.297
O -3.748 2.917 0.838
O -3.874 4.701 2.027
H -5.633 4.876 0.055
H -6.406 4.455 1.571
H -6.037 3.139 0.362
C -0.650 -3.103 -2.259
O -2.057 -3.138 -2.287
C -2.597 -4.296 -1.722
C -4.095 -4.179 -1.617
O -4.645 -5.415 -1.230
C -6.034 -5.360 -1.247
H -0.264 -3.956 -2.827
H -0.146 -3.042 -1.287
H -0.347 -2.185 -2.756
H -2.180 -4.533 -0.729
H -2.334 -5.197 -2.295
H -4.459 -3.907 -2.619
H -4.437 -3.348 -0.987
H -6.492 -6.314 -0.964
H -6.530 -5.175 -2.207
H -6.418 -4.644 -0.508
C 2.578 -1.381 0.968
O 2.898 -2.182 -0.136
C 3.647 -1.494 -1.123
C 3.554 -2.248 -2.437
O 2.297 -1.913 -3.017
C 2.264 -2.163 -4.393
H 2.178 -1.974 1.798
H 1.779 -0.691 0.695
H 3.410 -0.865 1.468
H 4.692 -1.556 -0.796
H 3.372 -0.447 -1.258
H 3.553 -3.322 -2.212
H 4.405 -2.011 -3.081
H 2.538 -3.189 -4.686
H 2.950 -1.548 -4.997
H 1.254 -1.986 -4.766
C -3.624 0.258 4.422
O -2.688 -0.230 3.484
C -1.421 -0.502 4.065
C -0.578 -1.184 3.006
O -0.702 -2.593 3.187
C -0.641 -3.327 1.985
H -4.211 -0.555 4.863
H -4.357 0.847 3.863
H -3.143 0.880 5.179
H -1.506 -1.117 4.964
H -0.942 0.443 4.359
H 0.481 -0.911 3.062
H -0.873 -0.827 2.020
H 0.387 -3.658 1.796
H -0.916 -2.737 1.106
H -1.300 -4.196 1.971
C -1.835 -0.359 -0.451
O -0.567 0.142 -0.091
C -0.653 1.482 0.349
C 0.707 2.017 0.732
O 1.224 1.342 1.870
C 2.063 2.089 2.695
H -2.040 -0.245 -1.519
H -2.668 0.098 0.098
H -1.881 -1.413 -0.177
H -1.324 1.535 1.218
H -1.122 2.132 -0.399
H 0.682 3.103 0.858
H 1.446 1.784 -0.048
H 1.511 2.812 3.318
H 2.785 2.704 2.144
H 2.626 1.464 3.386
C -3.583 -4.130 -8.346
O -3.692 -3.680 -7.008
C -2.474 -3.377 -6.363
C -2.102 -1.924 -6.555
O -1.003 -1.636 -5.701
C -1.158 -0.529 -4.838
H -2.802 -4.894 -8.403
H -3.343 -3.288 -9.005
H -4.544 -4.541 -8.640
H -1.662 -4.048 -6.679
H -2.599 -3.626 -5.307
H -2.963 -1.297 -6.295
H -1.785 -1.645 -7.566
H -2.098 -0.592 -4.277
H -1.127 0.382 -5.441
H -0.371 -0.564 -4.088
C -7.608 -2.755 -3.114
O -6.349 -2.166 -2.957
C -6.298 -1.214 -1.924
C -5.035 -0.392 -2.040
O -5.176 0.573 -3.080
C -4.213 1.589 -2.948
H -8.264 -2.129 -3.743
H -8.154 -2.888 -2.176
H -7.523 -3.672 -3.694
H -6.289 -1.702 -0.940
H -7.144 -0.522 -2.013
H -4.178 -1.042 -2.262
H -4.830 0.115 -1.091
H -4.190 2.123 -1.988
H -4.422 2.379 -3.673
H -3.212 1.191 -3.156
C 4.481 -0.390 5.582
O 5.763 0.176 5.679
C 6.576 -0.462 6.636
C 7.942 0.204 6.631
O 7.914 1.587 6.920
C 7.337 1.929 8.171
H 4.009 -0.515 6.568
H 4.489 -1.420 5.195
H 3.886 0.253 4.941
H 6.656 -1.549 6.505
H 6.101 -0.333 7.621
H 8.411 0.150 5.650
H 8.559 -0.326 7.372
H 6.265 1.728 8.173
H 7.516 2.997 8.266
H 7.835 1.393 8.986
C 0.390 3.913 -4.705
O -0.361 2.976 -3.985
C 0.272 2.264 -2.937
C 1.553 1.572 -3.265
O 2.573 2.544 -3.340
C 3.736 2.105 -4.019
H 1.198 3.430 -5.274
H 0.816 4.732 -4.123
H -0.231 4.316 -5.509
H -0.548 1.597 -2.646
H 0.397 2.839 -2.006
H 1.449 1.051 -4.230
H 1.771 0.802 -2.515
H 3.948 1.059 -3.767
H 4.569 2.715 -3.682
H 3.565 2.186 -5.098